This record from the Open Molecules 2025 dataset describes a 2-piece molecular cluster, C3H3FO2 overall at a distorted geometry. The level of theory is wB97M-V/def2-TZVPD.

Computed properties:
LUMO energy (spin up / spin down)	-0.144 / -1.097	eV
maximum force	2.7	eV/Å

Geometry as XYZ:
```
9
Properties=species:S:1:pos:R:3:forces:R:3
C 0.52042 0.98641 0.13723 -2.4 1.4 0.1
C -2.03548 -0.42208 0.06350 0.5 -0.3 0.8
C 1.41787 -0.12695 -0.03831 1.0 -0.6 0.0
O 0.41647 2.14231 0.26155 0.6 -1.5 -0.1
O -2.41331 -1.15198 0.92022 0.4 0.8 -1.0
F -2.80452 -0.15724 -1.03981 0.2 0.0 0.3
H 1.31086 -0.47715 -1.06730 -0.1 0.0 0.1
H 1.12414 -0.94568 0.61874 -0.1 0.1 0.0
H 2.46356 0.15236 0.14418 -0.1 0.1 0.0
```
Positions in Å, forces in eV/Å.

---

This record from the Open Molecules 2025 dataset describes C3H3FO2 in the gas phase at a distorted geometry. The level of theory is wB97M-V/def2-TZVPD.

Computed properties:
LUMO energy (spin up / spin down)	0.872 / -4.559	eV
2S+1	3
maximum force	9.8	eV/Å

Geometry as XYZ:
```
9
Properties=species:S:1:pos:R:3:forces:R:3
C 1.48632 -0.30223 -0.10916 1.4 2.1 0.1
C 0.56690 0.56450 0.19625 -2.1 -0.4 -0.7
C -0.87014 -0.32667 0.14980 6.8 1.2 0.5
O -0.89991 -1.49990 0.02708 -1.4 -1.0 0.1
O -1.65737 0.64272 0.14645 4.1 3.9 1.6
F -3.11621 0.50108 -0.06880 -9.6 -1.2 -1.6
H 2.42655 0.00932 -0.40367 2.1 0.7 -0.4
H 1.39102 -1.30867 -0.02768 -0.8 -2.8 0.0
H 0.67284 1.71986 0.08973 -0.6 -2.4 0.4
```
Positions in Å, forces in eV/Å.

---

This record from the Open Molecules 2025 dataset describes C3H3FP2 in the gas phase at a distorted geometry. The level of theory is wB97M-V/def2-TZVPD.

Computed properties:
LUMO energy (spin up / spin down)	-0.959 / -1.384	eV
maximum force	2.8	eV/Å

Geometry as XYZ:
```
9
Properties=species:S:1:pos:R:3:forces:R:3
C 0.29360 1.10783 -0.59292 -1.5 -0.5 -0.7
C -0.97100 -1.15884 0.81629 1.6 1.3 1.9
C 1.42994 0.71943 -0.13545 2.0 1.2 0.4
F 2.48890 1.52048 -0.09835 0.2 -0.7 0.4
P -0.23484 -1.15810 2.33539 -0.2 0.4 -1.6
P -1.01033 -0.17208 -0.68649 -0.5 -0.1 -0.7
H 0.21084 2.14057 -0.99349 -0.2 -0.9 0.3
H -1.80755 -1.78263 0.83232 -1.4 -1.4 -0.3
H -0.39957 -1.21666 -1.47730 -0.1 0.7 0.2
```
Positions in Å, forces in eV/Å.

---

This record from the Open Molecules 2025 dataset describes C3H3FeO4 as an isolated structure at a distorted geometry. The level of theory is wB97M-V/def2-TZVPD.

Computed properties:
LUMO energy (spin up / spin down)	-11.554 / -14.530	eV
2S+1	6
net charge	+2
maximum force	8.5	eV/Å

Geometry as XYZ:
```
11
Properties=species:S:1:pos:R:3:forces:R:3
C 1.45554 -0.69179 -0.05372 -0.7 -1.6 -0.6
C 0.01510 -1.08089 0.08678 -1.1 0.4 0.7
O -0.91476 -0.17909 -0.46733 -0.7 2.2 0.4
O 1.83333 0.42364 -0.36548 0.6 1.4 0.3
H 2.17089 -1.52980 0.00501 0.2 0.3 0.3
H -0.14417 -2.03501 -0.43897 0.2 0.1 0.0
Fe 1.02754 2.15385 -0.09701 -1.9 -0.4 0.1
O -2.81777 1.17283 -0.19601 4.4 -0.8 1.4
O -0.84773 1.98348 0.32329 4.8 3.5 1.1
C -1.59007 1.05592 0.04614 -5.9 -4.8 -3.7
H -0.18788 -1.27314 1.15729 0.2 -0.2 -0.1
```
Positions in Å, forces in eV/Å.

---

This record from the Open Molecules 2025 dataset describes C3H3HgO3 as an isolated structure at a distorted geometry. The level of theory is wB97M-V/def2-TZVPD.

Computed properties:
LUMO energy (spin up / spin down)	0.259 / -0.415	eV
2S+1	2
maximum force	7.5	eV/Å

Geometry as XYZ:
```
10
Properties=species:S:1:pos:R:3:forces:R:3
H 0.16044 3.36780 -0.06998 0.0 -0.9 -0.1
O 1.98853 0.43204 0.31199 2.2 -2.2 0.1
C 1.51165 -0.76793 0.35134 -0.9 -2.0 0.6
C 0.22756 -1.05144 -0.04777 -2.2 -0.3 -0.7
O -0.54481 0.12536 -0.53782 -0.9 -2.2 -0.4
C -1.31163 -0.81784 0.14371 3.2 2.0 0.6
O -2.56507 -0.70782 -0.25749 -1.1 -1.9 -0.7
Hg 0.58747 1.74307 -0.05298 -0.2 7.5 0.3
H 2.15998 -1.59204 0.67641 -0.2 0.4 0.0
H -3.07536 -0.18297 0.37240 0.1 -0.3 0.2
```
Positions in Å, forces in eV/Å.

---

This record from the Open Molecules 2025 dataset describes C3H3I in the gas phase at a distorted geometry. The level of theory is wB97M-V/def2-TZVPD.

Computed properties:
SMILES	C#CCI
LUMO energy	-0.162	eV
maximum force	3.6	eV/Å

Geometry as XYZ:
```
7
Properties=species:S:1:pos:R:3:forces:R:3
C -1.27402 -1.29180 -0.05329 0.4 0.7 0.4
C -0.45691 -0.41801 -0.01302 -0.4 0.0 -0.4
C 0.41311 0.69178 -0.02440 2.4 2.0 -1.7
I 2.59131 0.10701 -0.02689 -0.9 0.1 0.0
H -2.09945 -1.88085 0.17556 -0.7 -1.0 -0.1
H 0.40671 1.46317 -0.88941 -0.4 -1.9 1.0
H 0.41926 1.32870 0.83145 -0.4 0.0 0.9
```
Positions in Å, forces in eV/Å.

---

This record from the Open Molecules 2025 dataset describes C3H3I in the gas phase at a distorted geometry. The level of theory is wB97M-V/def2-TZVPD.

Computed properties:
LUMO energy (spin up / spin down)	-1.018 / -0.909	eV
maximum force	3.1	eV/Å

Geometry as XYZ:
```
7
Properties=species:S:1:pos:R:3:forces:R:3
C -0.33238 -0.25488 0.93909 -1.2 0.6 -1.1
C -0.42304 -1.48093 1.59020 -0.1 -0.8 0.5
C 0.24752 -0.05462 -0.28822 -1.9 2.0 1.5
I 1.23437 -2.45958 2.25116 0.4 0.0 -0.1
H -1.25509 0.32837 1.30090 1.6 -0.1 -0.9
H -0.05396 0.75341 -0.93878 -0.4 0.4 0.4
H 0.93117 -0.61154 -0.81160 1.7 -2.1 -0.3
```
Positions in Å, forces in eV/Å.

---

This record from the Open Molecules 2025 dataset describes C3H3I2N as an isolated structure at a distorted geometry. The level of theory is wB97M-V/def2-TZVPD.

Computed properties:
LUMO energy (spin up / spin down)	-1.581 / -2.611	eV
maximum force	3.4	eV/Å

Geometry as XYZ:
```
9
Properties=species:S:1:pos:R:3:forces:R:3
C -1.62881 0.00415 -0.79698 0.0 0.1 -1.3
C -0.47484 0.36054 -0.75610 -0.2 -0.2 1.1
C 0.93667 0.72335 -0.50686 -1.0 3.2 -0.1
N 1.73493 0.08008 0.49804 0.0 0.7 0.1
I 0.98666 -1.52156 1.27944 -0.2 -0.8 0.4
I -1.37476 -1.82406 3.33141 0.1 0.1 -0.1
H -2.58720 -0.29907 -1.22095 0.6 0.2 0.8
H 1.00048 1.97601 -0.38544 0.0 -3.4 -0.2
H 1.40686 0.50056 -1.44257 0.8 0.1 -0.8
```
Positions in Å, forces in eV/Å.

---

This record from the Open Molecules 2025 dataset describes a 2-piece molecular cluster, C3H3I2N overall at a distorted geometry. The level of theory is wB97M-V/def2-TZVPD.

Computed properties:
LUMO energy (spin up / spin down)	-1.736 / -1.215	eV
maximum force	2.7	eV/Å

Geometry as XYZ:
```
9
Properties=species:S:1:pos:R:3:forces:R:3
C -1.15237 -1.71927 -1.20746 -1.0 -1.0 -0.8
C -0.14908 0.39490 -0.16785 1.3 -0.5 1.9
C -0.04492 -1.00753 -0.71490 1.0 -0.5 2.5
N -1.96246 -2.38571 -1.71115 0.7 0.8 0.7
I -1.63485 0.70034 1.38275 0.4 -0.2 -0.6
I 1.66682 -1.17643 -1.83497 0.8 -0.2 -0.8
H 0.83275 0.82475 0.21519 -1.2 -1.1 -0.2
H -0.33424 1.00830 -0.99014 -1.0 1.2 -1.3
H 0.61405 -2.30038 0.74993 -1.0 1.4 -1.3
```
Positions in Å, forces in eV/Å.

---

This record from the Open Molecules 2025 dataset describes C3H3IN2O in the gas phase at a distorted geometry. The level of theory is wB97M-V/def2-TZVPD.

Computed properties:
LUMO energy (spin up / spin down)	-0.479 / -0.478	eV
maximum force	3.2	eV/Å

Geometry as XYZ:
```
10
Properties=species:S:1:pos:R:3:forces:R:3
C 1.84116 -0.10334 -0.01540 0.7 -0.6 -0.5
C 1.22525 -1.27174 -0.13301 -0.4 -1.1 0.4
C -1.68949 0.31379 0.04099 1.9 -2.5 0.6
N -0.13940 -1.52788 -0.25309 -1.0 0.0 0.0
N -0.94900 -0.56847 -0.27997 0.1 1.0 0.0
O -2.62465 1.06045 -0.41822 -1.0 1.4 0.1
I 3.95622 0.06347 0.11080 -1.1 0.0 0.0
H 1.24193 0.74185 -0.25989 0.2 1.0 0.1
H 1.59352 -2.28084 -0.00862 1.2 0.3 -0.1
H -2.92488 1.48146 0.40516 -0.6 0.4 -0.7
```
Positions in Å, forces in eV/Å.

---

Result set for DFT total energy: -366.3375 -366.1253 -898.4726 -1679.8618 -494.9673 -413.7169 -413.6388 -766.0646 -766.0932 -598.3993 Ha, one per record in the order listed.
Result set for ΔE to the lowest compared entry with this formula, charge and spin: 290.3 460.3 367.1 379.7 598.4 0.0 205.0 424.2 349.1 359.1 kJ/mol, one per record in the order listed.